Entry 1:
Density functional theory data (ωB97M-V/def2-TZVPD) for a cluster of 8 separate species, C22H63N8O9 in total.

Results
* net charge: -1
* HOMO: -2.706 eV
* E_LUMO: 0.0772 Eh

Each atom is followed by the atoms it is bonded to, with distances in Å.
Atoms and positions in Å:
1 C -1.9295 -1.4285 -0.3487  C2 1.503, H4 1.090, H5 1.090, H6 1.090
2 C -1.2386 -0.4582 0.5687  C1 1.503, O3 1.377, H7 1.090, H8 1.090
3 O -1.4365 0.8970 0.4233  C2 1.377
4 H -3.0040 -1.4719 -0.1711  C1 1.090
5 H -1.5624 -2.4019 -0.0235  C1 1.090
6 H -1.5280 -1.2845 -1.3518  C1 1.090
7 H -0.2069 -0.7805 0.4273  C2 1.090
8 H -1.5520 -0.7049 1.5831  C2 1.090
9 C 4.0522 5.0023 1.7606  C10 1.582, H15 1.090, H16 1.090, H17 1.090
10 C 3.3209 6.4023 1.8422  C9 1.582, C11 1.538, N14 1.482, H18 1.090
11 C 4.1455 7.4585 1.0881  C10 1.538, O12 1.450, H19 1.090, H20 1.090
12 O 5.3194 7.7010 1.9039  C11 1.450, C13 1.434
13 C 6.2671 8.5928 1.3004  O12 1.434, H21 1.090, H22 1.090, H23 1.090
14 N 1.9485 6.2027 1.3203  C10 1.482, H24 1.010, H25 1.010
15 H 3.9480 4.3967 0.8603  C9 1.090
16 H 3.5351 4.3740 2.4858  C9 1.090
17 H 5.1181 4.9863 1.9881  C9 1.090
18 H 3.3253 6.6376 2.9065  C10 1.090
19 H 3.7114 8.4262 0.8364  C11 1.090
20 H 4.4736 7.1242 0.1038  C11 1.090
21 H 5.9700 9.6412 1.2720  C13 1.090
22 H 6.6827 8.2345 0.3586  C13 1.090
23 H 7.1574 8.6234 1.9284  C13 1.090
24 H 1.7041 6.8930 0.6247  N14 1.010
25 H 1.8689 5.3391 0.8027  N14 1.010
26 C -1.9961 -5.4173 10.1948  C27 1.510, H32 1.090, H33 1.090, H34 1.090
27 C -2.2168 -4.7397 8.8631  C26 1.510, C28 1.552, N31 1.392, H35 1.090
28 C -3.7154 -4.5732 8.4932  C27 1.552, O29 1.435, H36 1.090, H37 1.090
29 O -3.8337 -3.6257 7.4223  C28 1.435, C30 1.429
30 C -4.1223 -4.0417 6.0865  O29 1.429, H38 1.090, H39 1.090, H40 1.090
31 N -1.6869 -3.4800 9.1283  C27 1.392, H41 1.010, H42 1.010
32 H -0.9551 -5.5211 10.5009  C26 1.090
33 H -2.4497 -6.3931 10.3690  C26 1.090
34 H -2.4342 -5.0273 11.1136  C26 1.090
35 H -1.6841 -5.1872 8.0241  C27 1.090
36 H -4.3866 -4.1363 9.2326  C28 1.090
37 H -3.9704 -5.5661 8.1229  C28 1.090
38 H -4.1575 -3.2061 5.3874  C30 1.090
39 H -5.0437 -4.6013 5.9257  C30 1.090
40 H -3.2209 -4.5346 5.7222  C30 1.090
41 H -2.3363 -2.8788 8.6416  N31 1.010
42 H -1.9478 -3.2374 10.0734  N31 1.010
43 C -5.2590 -2.2046 -9.2600  C44 1.575, H49 1.090, H50 1.090, H51 1.090
44 C -4.8866 -1.7499 -7.7989  C43 1.575, C45 1.540, N48 1.448, H52 1.090
45 C -3.7907 -0.6686 -7.8214  C44 1.540, O46 1.456, H53 1.090, H54 1.090
46 O -2.9600 -0.5817 -6.6284  C45 1.456, C47 1.399
47 C -2.3505 -1.7864 -6.2636  O46 1.399, H55 1.090, H56 1.090, H57 1.090
48 N -6.0370 -1.5671 -6.9385  C44 1.448, H58 1.010, H59 1.010
49 H -4.5604 -2.9314 -9.6745  C43 1.090
50 H -5.1637 -1.3811 -9.9677  C43 1.090
51 H -6.2634 -2.6227 -9.3274  C43 1.090
52 H -4.4163 -2.6387 -7.3782  C44 1.090
53 H -4.0906 0.3765 -7.8978  C45 1.090
54 H -3.1416 -0.9032 -8.6650  C45 1.090
55 H -1.5213 -1.7668 -5.5565  C47 1.090
56 H -1.8453 -2.1732 -7.1486  C47 1.090
57 H -3.0206 -2.5759 -5.9233  C47 1.090
58 H -6.5489 -0.7975 -7.3458  N48 1.010
59 H -6.5753 -2.3337 -7.3160  N48 1.010
60 C 4.5004 -4.5516 -1.4333  C61 1.514, H66 1.090, H67 1.090, H68 1.090
61 C 5.1254 -3.2689 -1.9402  C60 1.514, C62 1.569, N65 1.449, H69 1.090
62 C 4.6327 -2.7182 -3.3248  C61 1.569, O63 1.457, H70 1.090, H71 1.090
63 O 4.8971 -3.7205 -4.3491  C62 1.457, C64 1.415
64 C 4.6544 -3.3296 -5.6870  O63 1.415, H72 1.090, H73 1.090, H74 1.090
65 N 4.9172 -2.2109 -0.9720  C61 1.449, H75 1.010, H76 1.010
66 H 4.7474 -5.3384 -2.1460  C60 1.090
67 H 3.4383 -4.5248 -1.1895  C60 1.090
68 H 4.9387 -4.8258 -0.4737  C60 1.090
69 H 6.1869 -3.5134 -1.9025  C61 1.090
70 H 5.2867 -1.8532 -3.4358  C62 1.090
71 H 3.5875 -2.4282 -3.2178  C62 1.090
72 H 5.4682 -2.7301 -6.0951  C64 1.090
73 H 3.8801 -2.5626 -5.7048  C64 1.090
74 H 4.4407 -4.1533 -6.3681  C64 1.090
75 H 5.2973 -2.3569 -0.0478  N65 1.010
76 H 3.9390 -1.9761 -0.8813  N65 1.010
77 C 0.6525 1.5726 5.9189  C78 1.534, O80 1.414, H81 1.090, H82 1.090
78 C 0.8164 1.4697 7.4402  C77 1.534, O79 1.450, H83 1.090, H84 1.090
79 O 1.7934 2.4537 7.8654  C78 1.450, H85 0.960
80 O 0.3372 2.9008 5.5492  C77 1.414, H86 0.960
81 H 0.0657 0.7023 5.6251  C77 1.090
82 H 1.6047 1.3055 5.4606  C77 1.090
83 H 1.0454 0.4548 7.7654  C78 1.090
84 H -0.1436 1.7244 7.8891  C78 1.090
85 H 1.7306 2.4722 8.8232  O79 0.960
86 H 0.8535 3.5141 6.0774  O80 0.960
87 C -5.2000 2.1681 -2.9803  O88 1.193, N89 1.313, N90 1.323
88 O -5.8343 2.7020 -3.8385  C87 1.193
89 N -5.2064 0.8716 -2.7742  C87 1.313, H91 1.010, H92 1.010
90 N -4.3455 2.7380 -2.1457  C87 1.323, H93 1.010, H94 1.010
91 H -5.5611 0.3456 -3.5601  N89 1.010
92 H -4.5108 0.4621 -2.1671  N89 1.010
93 H -3.8635 2.0078 -1.6412  N90 1.010
94 H -4.1457 3.7121 -2.3227  N90 1.010
95 C 1.9794 2.7185 -4.1861  O96 1.199, N97 1.285, N98 1.295
96 O 2.5739 3.7152 -4.4864  C95 1.199
97 N 0.7759 2.5974 -3.7537  C95 1.285, H99 1.010, H100 1.010
98 N 2.2437 1.5857 -4.7541  C95 1.295, H101 1.010, H102 1.010
99 H 0.3794 3.4792 -3.4615  N97 1.010
100 H 0.2929 1.7477 -3.4990  N97 1.010
101 H 1.3781 1.1229 -4.9921  N98 1.010
102 H 2.8487 1.5889 -5.5628  N98 1.010

Entry 2:
Density functional theory data (ωB97M-V/def2-TZVPD) for a cluster of 7 separate species, C22H63N9O7 in total.

Results
* SMILES string: COC[C@H](C)N.COC[C@H](C)N.COC[C@H](C)N.COC[C@H](C)N.COC[C@H](C)N.NC(N)=O.NC(N)=O
* energy relative to the best compared isomer or geometry (same formula, charge and spin): 1.269 eV
* HOMO: -9.197 eV
* E_LUMO: 0.0100 Eh

Each atom is followed by the atoms it is bonded to, with distances in Å.
Atoms and positions in Å:
1 C -0.2786 -4.5560 -1.4547  O2 1.405, H7 1.088, H8 1.094, H9 1.095
2 O -0.8304 -3.5085 -2.2112  C1 1.405, C3 1.398
3 C -0.1399 -2.2936 -2.2548  O2 1.398, C4 1.498, H10 1.102, H11 1.101
4 C -0.8850 -1.3528 -3.1515  C3 1.498, C5 1.534, N6 1.475, H12 1.100
5 C -1.1364 -1.8589 -4.5779  C4 1.534, H13 1.092, H14 1.090, H15 1.089
6 N -0.1881 -0.0604 -3.2953  C4 1.475, H16 1.015, H17 1.016
7 H -0.9933 -5.3744 -1.5031  C1 1.088
8 H -0.1044 -4.3684 -0.3907  C1 1.094
9 H 0.6820 -4.8477 -1.8924  C1 1.095
10 H -0.0438 -1.7862 -1.2813  C3 1.102
11 H 0.8946 -2.4292 -2.6066  C3 1.101
12 H -1.8645 -1.1229 -2.7070  C4 1.100
13 H -1.3939 -2.9183 -4.5238  C5 1.092
14 H -0.2336 -1.7391 -5.1764  C5 1.090
15 H -1.9908 -1.3509 -5.0227  C5 1.089
16 H -0.6678 0.4668 -4.0173  N6 1.015
17 H -0.3426 0.5163 -2.4733  N6 1.016
18 C -0.3673 -1.2610 2.8872  O19 1.407, H24 1.092, H25 1.093, H26 1.095
19 O -0.5616 -0.7075 1.6083  C18 1.407, C20 1.425
20 C 0.2092 0.4562 1.3224  O19 1.425, C21 1.525, H27 1.103, H28 1.098
21 C -0.0281 1.0832 -0.0471  C20 1.525, C22 1.522, N23 1.472, H29 1.092
22 C 0.7236 2.3981 -0.1917  C21 1.522, H30 1.087, H31 1.095, H32 1.090
23 N -1.4568 1.2258 -0.3730  C21 1.472, H33 1.033, H34 1.020
24 H -0.7576 -2.2789 2.8298  C18 1.092
25 H -0.8728 -0.7475 3.7093  C18 1.093
26 H 0.6990 -1.3806 3.1038  C18 1.095
27 H -0.1095 1.1463 2.1213  C20 1.103
28 H 1.2658 0.2791 1.5621  C20 1.098
29 H 0.3177 0.3553 -0.7833  C21 1.092
30 H 0.4683 2.8626 -1.1405  C22 1.087
31 H 1.7964 2.1917 -0.2681  C22 1.095
32 H 0.5882 2.9832 0.7181  C22 1.090
33 H -1.9667 1.5274 0.4730  N23 1.033
34 H -1.8235 0.2844 -0.5121  N23 1.020
35 C -3.5004 1.7796 2.5388  O36 1.418, H41 1.087, H42 1.096, H43 1.095
36 O -3.1228 2.5856 1.4351  C35 1.418, C37 1.411
37 C -4.0950 3.5678 1.1498  O36 1.411, C38 1.511, H44 1.096, H45 1.102
38 C -3.8275 4.2937 -0.1483  C37 1.511, C39 1.550, N40 1.465, H46 1.094
39 C -2.4918 5.0737 -0.0479  C38 1.550, H47 1.089, H48 1.090, H49 1.092
40 N -4.9543 5.1613 -0.5020  C38 1.465, H50 1.014, H51 1.016
41 H -2.6720 1.1213 2.7878  C35 1.087
42 H -4.4083 1.1926 2.3602  C35 1.096
43 H -3.7804 2.4100 3.3896  C35 1.095
44 H -5.0980 3.1263 1.1621  C37 1.096
45 H -4.1431 4.3237 1.9503  C37 1.102
46 H -3.7284 3.4963 -0.8908  C38 1.094
47 H -2.4015 5.7299 -0.9121  C39 1.089
48 H -1.6861 4.3430 0.0155  C39 1.090
49 H -2.5259 5.6731 0.8642  C39 1.092
50 H -4.5962 5.7366 -1.2567  N40 1.014
51 H -5.1656 5.8011 0.2586  N40 1.016
52 C 3.6727 0.9363 -4.5650  O53 1.400, H58 1.091, H59 1.100, H60 1.089
53 O 4.2468 2.1564 -4.9404  C52 1.400, C54 1.400
54 C 5.2969 2.6802 -4.1771  O53 1.400, C55 1.523, H61 1.101, H62 1.092
55 C 5.0142 2.7775 -2.6833  C54 1.523, C56 1.522, N57 1.479, H63 1.096
56 C 3.9172 3.7749 -2.3404  C55 1.522, H64 1.088, H65 1.097, H66 1.090
57 N 6.2335 3.1995 -1.9593  C55 1.479, H67 1.016, H68 1.015
58 H 3.4376 0.8252 -3.5049  C52 1.091
59 H 4.3238 0.1003 -4.8593  C52 1.100
60 H 2.7559 0.7536 -5.1243  C52 1.089
61 H 6.2321 2.1165 -4.3144  C54 1.101
62 H 5.5748 3.6730 -4.5377  C54 1.092
63 H 4.7608 1.7680 -2.3391  C55 1.096
64 H 4.3113 4.7821 -2.4620  C56 1.088
65 H 3.6448 3.6833 -1.2820  C56 1.097
66 H 2.9790 3.5168 -2.8315  C56 1.090
67 H 6.9169 2.4483 -1.9831  N57 1.016
68 H 5.9732 3.2954 -0.9834  N57 1.015
69 C 4.5786 -0.7736 1.7280  O70 1.405, H75 1.096, H76 1.093, H77 1.093
70 O 3.7924 -1.9381 1.7422  C69 1.405, C71 1.411
71 C 3.5409 -2.4817 0.4645  O70 1.411, C72 1.549, H78 1.101, H79 1.099
72 C 2.8426 -3.8552 0.6265  C71 1.549, C73 1.506, N74 1.468, H80 1.096
73 C 1.6788 -3.8554 1.5831  C72 1.506, H81 1.094, H82 1.087, H83 1.093
74 N 3.7859 -4.9272 0.9660  C72 1.468, H84 1.029, H85 1.023
75 H 5.6332 -0.9607 1.4976  C69 1.096
76 H 4.5729 -0.4437 2.7698  C69 1.093
77 H 4.2195 0.0617 1.1206  C69 1.093
78 H 2.9231 -1.8367 -0.1787  C71 1.101
79 H 4.4859 -2.5393 -0.0932  C71 1.099
80 H 2.4624 -4.1153 -0.3681  C72 1.096
81 H 2.0211 -3.4598 2.5443  C73 1.094
82 H 1.2358 -4.8397 1.7143  C73 1.087
83 H 0.9181 -3.1446 1.2505  C73 1.093
84 H 4.0831 -4.7178 1.9289  N74 1.029
85 H 4.6930 -4.6844 0.5591  N74 1.023
86 N -4.4083 -1.9424 1.9061  C87 1.360, H90 1.003, H91 1.006
87 C -4.1108 -2.2198 0.6084  N86 1.360, N88 1.355, O89 1.236
88 N -2.8358 -1.9471 0.2406  C87 1.355, H92 1.010, H93 1.008
89 O -4.8716 -2.8062 -0.1698  C87 1.236
90 H -5.2492 -2.4077 2.1921  N86 1.003
91 H -3.8332 -1.3525 2.4835  N86 1.006
92 H -2.1722 -1.5147 0.8676  N88 1.010
93 H -2.5975 -2.3212 -0.6646  N88 1.008
94 N -4.9883 -2.3946 5.0262  C95 1.356, H98 0.999, H99 1.000
95 C -4.0590 -1.4424 5.2860  N94 1.356, N96 1.361, O97 1.235
96 N -3.3939 -1.5905 6.4643  C95 1.361, H100 1.004, H101 1.001
97 O -3.7900 -0.4974 4.5384  C95 1.235
98 H -5.3861 -2.3764 4.1104  N94 0.999
99 H -5.3119 -3.0370 5.7204  N94 1.000
100 H -3.5417 -2.3706 7.0790  N96 1.004
101 H -2.6197 -1.0046 6.7093  N96 1.001

no.,molar mass (g mol⁻¹),energy (eV)
1,583.8,-54177.4567
2,565.8,-51578.0853